# 1
Molecular formula: C10H38N4O9
Method: DFT, ωB97M-V/def2-TZVPD

The geometry in XYZ format:
```
61
Properties=species:S:1:pos:R:3:forces:R:3
O 1.9068 4.8523 -2.1797 -0.277 -0.552 -0.675
O -1.6132 -4.1207 1.2913 -0.647 -1.672 -0.551
O 2.6798 -0.6627 2.4483 -0.167 0.594 -1.696
O 0.2408 0.2043 -1.3867 1.484 0.332 0.846
O 0.2108 2.1343 0.3853 -1.775 4.208 1.239
O 1.4398 -4.7197 2.1783 -0.061 -1.078 0.057
O -3.7952 -0.9637 -4.0527 3.459 0.533 4.726
O -1.8202 0.2533 0.4183 -0.367 0.056 -0.099
O 2.8638 2.1783 2.0013 -0.528 0.385 -1.209
N -1.3422 3.8023 -0.0927 -1.430 -2.716 -1.170
N 0.4288 4.3103 1.1163 1.513 -0.295 1.387
N -1.6932 -0.7187 -3.1347 5.438 -0.027 -3.128
N -3.3292 -0.6427 -1.7587 -2.000 -0.080 1.805
C 1.6268 -3.6737 1.2783 -0.150 -0.141 -0.512
C -2.1132 -0.3357 1.6733 0.861 0.400 0.226
C -1.8622 -3.3667 0.1273 -0.696 -2.194 -0.679
C -0.2402 3.3893 0.4983 0.596 -4.548 -1.972
C -1.3562 -4.3127 -0.9667 2.392 -0.008 -0.358
C 1.0318 -0.9037 -0.8287 -1.375 2.403 0.415
C 3.3618 2.6473 0.7213 -0.361 0.365 0.632
C 0.8568 4.2133 -2.9017 -1.625 -1.186 -0.788
C -2.9402 -0.7957 -2.9867 -7.132 -0.959 -6.354
C 1.3698 -0.5887 2.9173 -1.022 -0.052 1.233
H 1.8758 -3.9677 0.2673 -0.100 -0.316 -0.326
H 0.9728 3.7933 -3.9287 1.558 0.242 0.756
H -1.5712 4.7393 -0.1767 -0.503 1.779 -0.001
H 0.1238 4.9733 -3.1867 -0.512 -0.079 0.624
H 2.6098 3.2573 0.1483 0.610 -0.883 0.239
H 1.2968 3.9013 1.3763 1.184 0.513 0.832
H -1.6622 -3.6397 2.0803 -0.271 1.329 1.665
H -2.9422 -3.0287 -0.0817 1.495 -0.443 0.685
H -1.6822 -5.3717 -1.1187 -0.864 1.344 0.128
H -1.2522 -3.6797 -1.8387 -0.695 -0.436 -0.947
H -3.1412 -0.7747 1.6593 0.973 0.322 0.076
H 2.3008 1.4383 1.7093 0.232 0.340 0.719
H 0.3198 5.2653 0.8893 0.074 0.779 0.084
H 0.8108 -2.9977 1.2693 -1.386 0.373 -0.325
H 1.1628 -1.6097 -1.6177 -0.268 -0.909 -0.113
H -2.6542 -0.4747 -1.0487 0.189 0.180 0.842
H -1.1532 -2.5847 0.1673 0.218 1.558 -0.478
H -1.3492 -0.7307 -4.1227 -0.339 0.074 1.720
H -4.2752 -0.8677 -1.5587 -0.488 0.069 0.269
H -1.3062 -1.0807 1.8883 -0.951 0.093 0.112
H 0.4618 -1.1467 0.0753 0.344 -1.072 -0.308
H -1.1022 -0.4907 -2.3457 0.545 0.222 -0.299
H 0.9968 -5.4567 1.7203 0.114 0.618 0.356
H -1.8452 3.1363 -0.6747 0.153 0.325 0.261
H -1.1132 0.9283 0.4923 -0.264 -0.333 0.187
H -2.0022 0.4663 2.4253 -0.503 -0.544 0.150
H 3.0578 -1.3667 2.9333 1.024 -0.995 0.604
H 3.6668 1.7433 0.1953 0.193 0.437 -0.584
H 2.3988 -3.0357 1.5863 1.610 0.496 0.743
H 2.0018 -0.5617 -0.5047 0.508 0.204 0.029
H 0.4038 3.3413 -2.3417 0.339 1.104 -0.274
H 0.2868 0.9513 -0.7047 -0.075 -1.082 -1.465
H -0.2502 -4.5177 -0.7987 -1.020 0.427 0.424
H 0.9518 -1.6047 3.1383 0.115 0.894 -0.169
H 1.4218 0.0213 3.8123 -0.456 -0.149 0.711
H 4.1998 3.3203 0.9173 0.086 -0.316 -0.034
H 1.3968 5.5453 -1.7627 0.548 0.427 0.342
H 0.6728 -0.0157 2.2953 0.454 -0.360 -0.612
```
Positions in Å, forces in eV/Å.

Results
SMILES   NC(N)=O.NC(N)=O.CCO.CO.CO.CO.CO.CO.CO
Max |F|   9.60 eV/Å
HOMO-LUMO gap   0.2901 Ha
Total charge   0
HOMO level   -8.215 eV
Lowest unoccupied orbital energy   -0.0119 Ha
Calculated total energy   -1299.8382 Eh
Energy relative to the best compared isomer or geometry (same formula, charge and spin)   289.4 kJ/mol

# 2
Molecular formula: C10H38O14
Method: DFT, ωB97M-V/def2-TZVPD

The geometry in XYZ format:
```
62
Properties=species:S:1:pos:R:3:forces:R:3
O -21.6628 14.6765 -5.5095 -0.102 -0.097 0.174
O -22.1172 0.7600 -3.5374 0.148 0.867 0.171
O -13.7702 10.4603 -6.3940 0.316 1.052 0.068
O -22.0738 14.2468 -12.7998 0.169 0.069 -0.150
O -26.1527 9.9926 -2.2551 -0.002 -0.039 -0.241
O -19.2254 0.7397 -4.0458 0.179 0.254 -0.837
O -29.7183 11.4975 -6.2588 -0.436 0.138 1.988
O -31.5816 9.7515 -7.6427 -1.317 0.131 0.699
O -22.1442 7.3716 -8.2131 -0.648 0.379 0.622
O -25.3076 2.6548 -7.2246 -0.164 -0.101 0.150
O -21.5367 10.1563 -9.2645 -0.591 -0.875 0.041
O -16.4167 8.3257 -7.7315 0.494 0.744 0.836
O -16.1847 13.5665 -12.9845 0.565 -0.198 0.265
O -14.1655 15.4300 -13.9213 0.555 0.154 1.839
C -21.1742 1.7801 -3.1609 0.104 -0.730 0.688
C -14.3395 9.5383 -7.2569 -1.134 -1.478 -0.102
C -22.7974 9.4718 -9.0850 -0.584 1.527 0.553
C -15.4922 14.4774 -12.1224 -1.540 0.370 0.154
C -20.0521 1.8802 -4.2010 -0.856 0.252 0.535
C -22.8643 8.5981 -7.8281 1.478 -0.761 -1.934
C -29.8377 11.3713 -7.6275 1.464 -0.507 -0.643
C -15.7295 9.1414 -6.7632 0.505 0.311 0.088
C -14.1079 14.7424 -12.6035 -0.343 0.024 -1.945
C -30.2449 9.9584 -8.0122 -1.026 -0.749 -0.656
H -15.5499 8.6185 -5.8237 -0.448 -0.224 0.162
H -25.9190 10.7600 -1.7329 0.065 0.235 0.087
H -23.1585 8.9168 -9.9509 0.593 -0.390 -0.134
H -20.5157 1.9258 -5.1864 0.006 -0.842 -0.183
H -22.2892 9.0400 -7.0144 -0.614 0.262 0.235
H -23.8944 8.3177 -7.6085 0.218 0.047 0.254
H -18.6399 0.8792 -3.2980 -0.027 0.086 0.056
H -21.2176 15.5237 -5.5259 0.103 0.225 0.045
H -24.7738 3.4005 -6.9504 0.110 0.226 0.076
H -29.6651 9.1746 -7.5248 0.784 0.392 0.529
H -28.8195 11.5302 -7.9827 0.044 0.165 -0.982
H -21.5817 14.3455 -6.4040 0.001 -0.136 -0.220
H -13.5297 13.8391 -12.7983 -0.134 -0.275 0.419
H -17.1161 13.6138 -12.7570 -0.062 -0.066 -0.106
H -22.9169 14.6460 -12.5856 -0.212 0.136 0.013
H -19.5317 2.8376 -4.2250 0.466 0.062 0.766
H -16.0946 15.3858 -12.1158 0.397 0.646 -0.356
H -14.4593 9.8775 -8.2859 0.342 0.112 -0.135
H -13.0442 10.8208 -6.9082 0.257 0.367 0.435
H -30.2342 9.6258 -9.0502 0.838 1.011 -0.600
H -20.7887 1.4125 -2.2099 0.597 -0.330 -0.126
H -15.5662 14.2276 -11.0639 0.528 -0.870 0.138
H -16.2608 10.0629 -6.5255 -0.483 -0.228 -0.334
H -29.0722 10.8640 -5.9382 0.019 -0.037 0.110
H -24.9092 2.3629 -8.0445 0.073 -0.108 -0.223
H -14.7188 14.9065 -14.5057 -0.147 -0.295 0.176
H -21.9792 13.5328 -12.1693 0.053 -0.223 0.154
H -22.7590 1.1643 -4.1257 -0.126 -0.064 -0.131
H -21.6098 2.7021 -2.7756 -0.505 0.443 -0.948
H -31.8928 8.9389 -8.0481 -0.054 0.017 0.082
H -13.7495 8.6260 -7.1698 0.285 -0.310 -0.759
H -23.4963 10.3073 -9.0477 -0.167 0.073 0.441
H -15.8096 7.5935 -7.8616 -0.158 -0.346 -0.269
H -13.6016 15.3120 -11.8242 0.172 0.513 -0.587
H -20.8605 9.4991 -9.4446 0.165 -0.043 -0.155
H -26.3459 9.3128 -1.6095 -0.067 -0.200 0.134
H -30.4606 12.2161 -7.9212 -0.311 -0.561 -0.513
H -21.2190 7.6255 -8.2443 0.161 -0.207 0.086
```
Positions in Å, forces in eV/Å.

Results
SMILES   OCCO.OCCO.OCCO.OCCO.OCCO.O.O.O.O
Max |F|   2.55 eV/Å
HOMO-LUMO gap   0.3704 Ha
Total charge   0
HOMO level   -10.070 eV
Lowest unoccupied orbital energy   0.0003 Ha
Calculated total energy   -1456.9722 Eh
Energy relative to the best compared isomer or geometry (same formula, charge and spin)   331.2 kJ/mol

# 3
Molecular formula: C10H38O9
Method: DFT, ωB97M-V/def2-TZVPD

The geometry in XYZ format:
```
57
Properties=species:S:1:pos:R:3:forces:R:3
O 19.4026 -2.9262 20.9974 -0.423 -0.275 -0.589
O 21.8826 -10.3751 23.8934 1.296 -2.321 -0.402
O 22.7097 -12.4737 29.2158 0.759 1.010 0.839
O 20.1325 -13.9774 22.5487 0.323 1.227 -0.802
O 20.6838 -7.6994 29.7958 -0.537 -0.855 1.289
O 16.5728 -9.6017 21.3000 0.171 -0.094 0.158
O 23.6530 -2.2182 27.3558 0.099 1.506 0.390
O 18.5398 -7.6316 17.9530 -0.172 -0.537 -0.538
O 24.4981 -10.5440 20.9912 -0.377 -1.195 -0.002
C 19.2199 -4.1545 21.7179 0.972 1.037 0.174
C 23.8927 -3.1755 26.3530 -0.802 -0.744 1.170
C 20.4100 -9.0225 18.7741 -0.359 1.309 -0.568
C 21.8194 -8.0214 23.9627 -0.781 -0.132 0.263
C 22.2487 -11.9430 27.9949 -0.204 -0.839 -0.634
C 21.7648 -7.2378 29.0853 1.043 1.114 -1.487
C 21.0951 -9.3248 24.2069 -1.250 2.184 -0.238
C 19.3653 -14.8694 23.2934 0.722 -0.997 0.350
C 24.4558 -11.9017 20.4958 0.398 0.572 -0.196
C 19.9491 -7.7988 17.9472 1.005 0.625 1.494
H 19.8409 -7.3501 29.4973 0.292 0.177 -0.270
H 20.7420 -14.5037 22.0260 0.056 0.169 -0.100
H 24.1522 -12.6166 21.2606 0.090 0.047 0.154
H 21.7958 -6.1527 28.9874 -0.276 0.344 0.044
H 18.3704 -6.6884 18.0113 -0.103 -0.081 -0.115
H 18.8296 -15.5572 22.6392 -0.593 0.140 0.132
H 21.4900 -8.9419 18.8967 0.114 -0.326 -0.326
H 19.2128 -3.8346 22.7599 -0.433 -0.744 0.315
H 22.6059 -7.9257 24.7112 0.127 0.372 -0.274
H 22.1689 -7.9150 22.9358 0.236 -0.164 0.128
H 15.6539 -9.7284 21.5363 -0.219 -0.069 0.082
H 23.5161 -4.0923 26.8066 0.327 -0.665 -0.726
H 22.4644 -12.6626 27.2051 -0.466 -0.073 -0.295
H 20.7452 -9.3144 25.2392 0.003 -0.241 0.380
H 24.9614 -3.2536 26.1530 -0.125 0.009 -0.319
H 21.0145 -7.3005 24.1060 0.399 0.619 0.201
H 18.3144 -4.6724 21.4017 0.048 0.309 0.060
H 20.0932 -4.7866 21.5565 -0.132 -0.357 0.025
H 22.7448 -7.4605 29.5073 -0.397 -0.559 0.637
H 22.7658 -11.0450 27.6568 0.451 0.052 0.795
H 21.1949 -11.6667 28.0321 -0.193 -0.257 -0.046
H 20.3233 -6.8743 18.3870 0.495 -0.043 0.448
H 20.3225 -2.6669 21.0878 -0.026 0.005 0.012
H 16.5561 -8.9198 20.6285 0.093 0.167 -0.267
H 23.2670 -2.9533 25.4886 0.384 0.053 -0.229
H 21.2812 -11.1081 23.7426 0.317 -0.485 -0.068
H 20.4828 -7.8014 16.9968 -0.765 -0.358 -0.685
H 20.2029 -9.3370 23.5809 -0.327 0.078 -0.092
H 23.3234 -2.6040 28.1707 0.114 -0.168 -0.283
H 23.7592 -11.9917 19.6623 -0.025 0.042 -0.121
H 20.0171 -8.9637 19.7891 -0.383 -0.328 -0.162
H 20.0987 -15.4769 23.8238 -0.409 -0.345 0.710
H 21.8067 -7.6198 28.0653 -0.128 -0.228 -0.233
H 18.7374 -14.3239 23.9979 -0.069 -0.134 -0.258
H 23.8321 -10.5755 21.6819 -0.077 0.662 0.272
H 22.4770 -13.3831 29.4169 -0.346 0.125 -0.677
H 20.1095 -9.9056 18.2103 0.145 -0.253 0.508
H 25.4607 -12.1503 20.1546 -0.085 -0.086 -0.027
```
Positions in Å, forces in eV/Å.

Results
SMILES   CCO.CCO.CO.CO.CO.CO.CO.CO.O
Max |F|   2.69 eV/Å
HOMO-LUMO gap   0.3880 Ha
Total charge   0
HOMO level   -10.280 eV
Lowest unoccupied orbital energy   0.0103 Ha
Calculated total energy   -1080.7531 Eh
Energy relative to the best compared isomer or geometry (same formula, charge and spin)   402.3 kJ/mol

# 4
Molecular formula: C10H39N2O8
Method: DFT, ωB97M-V/def2-TZVPD

The geometry in XYZ format:
```
59
Properties=species:S:1:pos:R:3:forces:R:3
O 0.6158 -7.1748 -1.1819 -1.416 -2.885 -0.736
O -2.1050 -1.6815 2.1200 0.246 0.126 -0.094
O 0.7995 -0.7091 1.3971 0.631 -1.367 1.703
O -0.2589 5.7979 3.1020 -0.285 0.753 -0.240
O 0.5332 3.7104 -4.1706 0.043 -0.351 -0.126
O 2.6825 2.0390 -0.8364 1.621 0.512 -0.476
O -0.0234 4.3353 -1.4425 0.118 -0.225 -0.046
O 0.2063 1.2375 -0.2563 1.313 -1.038 0.382
N -0.6292 2.8484 1.9876 1.171 0.350 -0.715
N 2.8155 -4.4388 -1.7149 1.553 1.805 -1.241
C 1.4501 -6.3873 -1.9641 -0.860 -0.917 -0.581
C 0.5005 -4.1872 -1.0096 0.138 -0.359 0.098
C -2.8520 3.5199 1.4490 -0.034 0.027 0.299
C 0.2791 -8.4881 -1.8130 0.113 0.306 1.057
C -0.2080 6.7625 4.1646 0.808 -0.224 0.832
C 1.7149 -5.1357 -1.1813 -0.820 -0.134 1.164
C -1.4603 4.0368 1.8287 -0.722 -0.330 0.894
C -0.6830 0.8298 -1.2782 0.038 -0.300 -0.729
C -1.4184 4.9455 3.0860 0.647 0.293 -0.060
C -0.7309 -0.6854 -1.5168 -0.287 -0.473 0.865
H 0.9824 -6.1872 -2.9329 -0.309 0.496 -0.172
H -2.3309 5.5415 3.1362 -0.066 0.095 0.061
H -0.5592 2.5138 1.0334 0.563 -0.644 0.078
H 1.4377 3.4323 -4.3247 0.119 0.056 -0.203
H -0.5605 3.5923 -1.1556 -0.124 -0.176 0.063
H -0.5336 -8.9449 -1.2493 -0.281 0.601 0.001
H -0.0511 7.8053 3.8863 -0.677 -0.078 -0.930
H -1.2909 4.3605 3.9985 -0.664 -0.519 -0.062
H 3.0842 1.8122 0.0113 0.285 0.108 0.366
H 1.3032 -0.2806 2.1006 0.098 -0.009 0.558
H 2.2967 -7.0111 -2.2628 0.864 0.489 0.424
H -1.7152 1.1281 -1.0820 -0.079 0.318 0.284
H 1.0333 -9.2741 -1.7380 0.861 0.585 0.307
H 1.3796 -1.2968 0.8977 0.035 -0.352 -0.358
H 0.4805 3.8552 -3.2214 -0.116 0.381 0.243
H -0.2723 -4.5449 -0.3293 0.052 -0.581 -0.259
H -2.3395 -2.4118 2.6962 -0.034 -0.134 0.124
H -1.2997 -1.1976 -0.7368 0.167 0.243 0.647
H -0.3852 1.3489 -2.1917 -0.119 -0.085 -0.320
H -0.9886 6.7160 4.9250 -0.602 -0.208 -0.521
H 0.2634 -1.1331 -1.4761 0.154 0.019 -0.441
H -2.9290 -1.4371 1.6938 -0.164 0.050 -0.061
H 3.0468 1.4730 -1.5296 0.472 -0.104 -0.364
H 0.0283 -8.5052 -2.8741 -0.205 0.927 -0.032
H -2.7958 3.0124 0.4846 0.010 0.496 -0.385
H 0.8091 -3.2672 -0.5098 0.399 0.181 -0.257
H -3.5897 4.3220 1.4438 -0.299 -0.323 -0.056
H 0.0299 -3.9374 -1.9611 0.053 0.060 -0.075
H 0.4287 0.0159 0.8403 -1.184 2.554 -2.635
H 0.0762 4.8782 -0.6577 0.121 0.243 0.062
H -3.1063 2.6638 2.0758 -0.479 0.445 0.597
H -1.3010 -1.0762 -2.3602 0.435 0.634 -0.625
H 2.5377 -3.8058 -2.4543 -0.224 0.177 -0.036
H 2.0007 -5.4128 -0.1646 -0.110 -0.430 0.078
H -1.1643 4.5724 0.9265 0.597 0.411 0.420
H 0.6822 6.6363 4.7855 0.326 -0.743 -0.191
H 1.7277 1.8037 -0.7817 -3.740 -0.663 0.828
H -1.1182 2.1090 2.4749 -0.321 0.178 0.283
H 3.4745 -5.0443 -2.1858 0.169 -0.268 0.310
```
Positions in Å, forces in eV/Å.

Results
Max |F|   3.89 eV/Å
HOMO-LUMO gap   0.2663 Ha
Total charge   +1
HOMO level   -11.504 eV
Lowest unoccupied orbital energy   -0.1565 Ha
Calculated total energy   -1115.3843 Eh

Question: The highest lowest unoccupied orbital energy belongs to which entry?
Answer: C10H38O9

Question: calculated total energy of number 3 (C10H38O9)?
Answer: -1080.7531 Eh